Molecular formula: C16H22N2O5
Method: DFT, the ωB97M-V functional and the def2-TZVPD basis

ORCA input file:
```
! wB97M-V def2-TZVPD RIJCOSX def2/J DEFGRID3
* xyz 0 1
C -3.915 -0.711 1.936
O -2.549 -0.573 1.634
C -1.961 -1.700 1.029
C -2.225 -1.801 -0.488
N -1.513 -0.820 -1.277
C -2.106 0.500 -1.419
C -1.402 1.530 -0.514
O -2.022 2.792 -0.523
C -3.182 2.880 0.267
C -0.308 -1.006 -1.865
O 0.174 -0.162 -2.598
C 0.460 -2.293 -1.579
C 1.924 -1.918 -1.313
N 2.017 -1.078 -0.144
C 1.786 -1.549 1.126
O 1.563 -2.690 1.437
O 1.834 -0.508 1.997
C 2.062 0.630 1.269
C 2.166 1.930 1.712
C 2.384 2.901 0.745
C 2.490 2.574 -0.600
C 2.388 1.265 -1.044
C 2.170 0.294 -0.086
H -4.204 0.193 2.468
H -4.090 -1.583 2.578
H -4.534 -0.808 1.036
H -0.889 -1.611 1.216
H -2.321 -2.619 1.511
H -1.965 -2.805 -0.826
H -3.295 -1.664 -0.672
H -2.006 0.821 -2.459
H -3.164 0.437 -1.162
H -0.390 1.695 -0.889
H -1.352 1.135 0.510
H -3.442 3.936 0.312
H -2.996 2.504 1.280
H -4.023 2.327 -0.166
H 0.086 -2.833 -0.713
H 0.411 -2.936 -2.459
H 2.511 -2.823 -1.135
H 2.330 -1.365 -2.160
H 2.076 2.171 2.758
H 2.467 3.933 1.047
H 2.651 3.360 -1.322
H 2.441 1.021 -2.092
*
```

Structure (SMILES) = COCCN(CCOC)C(=O)CCn1c(=O)oc2ccccc21
Kohn-Sham gap = 9.11 eV
LUMO energy = 0.72 eV
E_HOMO = -8.39 eV

---

Molecular formula: C7H12N2O
Method: DFT, the ωB97M-V functional and the def2-TZVPD basis

ORCA input file:
```
! wB97M-V def2-TZVPD RIJCOSX def2/J DEFGRID3
* xyz 0 1
C 1.372 -0.820 -0.033
C 2.657 -0.183 -0.015
C 3.919 -0.671 -0.014
C -1.758 0.189 1.393
C -1.588 1.450 -0.688
C -1.455 -1.026 -0.729
C -1.119 0.231 0.050
N 0.965 1.387 0.384
N 0.340 0.307 0.160
O 2.284 1.188 0.193
H 1.198 -1.792 -0.254
H 4.684 0.004 -0.010
H 4.115 -1.726 -0.371
H -1.416 -0.803 1.865
H -1.510 0.873 2.152
H -2.794 0.028 1.288
H -1.378 2.251 -0.034
H -2.591 1.589 -0.929
H -1.138 1.527 -1.630
H -1.724 -0.667 -1.723
H -0.715 -1.760 -0.695
H -2.349 -1.575 -0.359
*
```

Kohn-Sham gap (spin up / spin down) = 7.35 / 7.36 eV
LUMO energy (spin up / spin down) = 0.64 / 0.64 eV
E_HOMO (spin up / spin down) = -6.72 / -6.72 eV

---

Molecular formula: C9H16N3O
Method: DFT, the ωB97M-V functional and the def2-TZVPD basis

ORCA input file:
```
! wB97M-V def2-TZVPD RIJCOSX def2/J DEFGRID3
* xyz 1 1
C -0.313 -3.575 -0.806
N -1.096 -2.336 -0.787
C -0.315 -1.180 -0.397
C -1.183 0.007 -0.070
C -2.546 -0.179 0.087
N -3.339 0.851 0.362
N -2.952 2.097 0.508
C -1.664 2.302 0.375
C -0.704 1.303 0.083
C 0.734 1.695 -0.046
C 1.681 1.113 1.016
C 3.140 1.340 0.648
O 3.568 0.564 -0.464
H 0.229 -3.665 0.139
H -0.986 -4.428 -0.885
H 0.421 -3.618 -1.619
H -1.470 -2.179 -1.718
H 0.414 -0.867 -1.162
H 0.250 -1.441 0.506
H -3.007 -1.157 -0.006
H -4.338 0.709 0.472
H -1.357 3.336 0.493
H 1.081 1.438 -1.055
H 0.799 2.785 0.026
H 1.478 1.595 1.978
H 1.526 0.037 1.165
H 3.775 1.092 1.503
H 3.299 2.397 0.404
H 2.873 -0.037 -0.748
*
```

Structure (SMILES) = CNCc1c[nH+]ncc1CCCO
Kohn-Sham gap = 8.23 eV
LUMO energy = -4.84 eV
E_HOMO = -13.07 eV

---

Molecular formula: C4H13NO3
Method: DFT, the ωB97M-V functional and the def2-TZVPD basis

ORCA input file:
```
! wB97M-V def2-TZVPD RIJCOSX def2/J DEFGRID3
* xyz 0 1
N 0.874 -1.392 -0.491
C 0.328 -0.160 -0.981
C -1.045 -0.357 -1.575
O -1.128 -1.519 -2.423
C 0.223 0.926 0.128
C 1.581 1.320 0.700
O 1.675 1.193 2.097
H 0.193 -2.055 -0.169
H 1.839 -1.539 -0.274
H 0.999 0.229 -1.755
H -1.306 0.488 -2.209
H -1.802 -0.539 -0.799
H -0.289 -1.993 -2.362
H -0.476 0.460 0.817
H -0.282 1.840 -0.170
H 1.752 2.351 0.467
H 2.415 0.778 0.246
H 1.325 0.356 2.414
O -2.111 -0.128 2.484
H -3.029 0.063 2.241
H -1.737 -0.321 1.615
*
```

Structure (SMILES) = N[C@@H](CO)CCO.O
Kohn-Sham gap = 10.18 eV
LUMO energy = 0.66 eV
E_HOMO = -9.52 eV

---

Molecular formula: C17H14N4O3Re
Method: DFT, the ωB97M-V functional and the def2-TZVPD basis

ORCA input file:
```
! wB97M-V def2-TZVPD RIJCOSX def2/J DEFGRID3
* xyz 0 4
Re -0.256 -0.439 -1.618
C -1.101 5.169 3.762
O -1.531 4.298 2.718
C -0.628 3.443 2.207
C 0.711 3.399 2.617
C 1.547 2.480 2.025
C 1.112 1.611 1.022
C 2.067 0.714 0.381
C 3.404 0.457 1.023
O 1.837 0.157 -0.697
C -0.244 1.669 0.637
O -0.774 0.847 -0.289
C -1.097 2.575 1.229
H -1.975 5.737 4.062
H -0.329 5.853 3.406
H -0.726 4.602 4.615
H 1.091 4.069 3.371
H 2.584 2.450 2.333
H 3.309 0.309 2.097
H 4.063 1.312 0.853
H 3.851 -0.417 0.558
H -2.137 2.606 0.931
N -0.541 -2.179 -1.413
C -0.878 -3.469 -1.104
C -1.818 -3.756 -0.104
C -2.126 -5.068 0.206
C -1.521 -6.122 -0.471
C -0.596 -5.837 -1.468
C -0.269 -4.530 -1.785
H -2.289 -2.929 0.415
H -2.854 -5.273 0.984
H -1.769 -7.147 -0.227
H -0.118 -6.647 -2.007
H 0.454 -4.304 -2.559
N -0.345 2.524 -7.156
C -0.156 1.589 -6.505
N 0.055 0.475 -5.830
C 0.003 0.130 -4.648
N -0.010 -0.358 -3.569
*
```

Kohn-Sham gap (spin up / spin down) = 6.09 / 7.45 eV
LUMO energy (spin up / spin down) = -0.52 / -0.86 eV
⟨S²⟩ = 3.785
E_HOMO (spin up / spin down) = -6.61 / -8.31 eV

---

Molecular formula: C58H136BBeN8O26
Method: DFT, the ωB97M-V functional and the def2-TZVPD basis

ORCA input file:
```
! wB97M-V def2-TZVPD RIJCOSX def2/J DEFGRID3
* xyz 1 1
Be 10.525 -2.810 3.480
O 5.294 -3.249 4.031
C 5.777 -2.875 5.057
O 5.274 -2.874 6.276
B 6.249 -2.396 7.247
O 7.436 -1.975 6.494
C 7.256 -2.346 5.253
O 8.009 -2.205 4.317
O 6.619 -3.381 8.263
C 6.235 -2.998 9.474
O 6.410 -3.627 10.492
C 5.586 -1.563 9.332
O 5.651 -1.316 8.010
O 4.927 -0.951 10.103
C 6.224 -6.956 0.735
C 5.519 -5.693 1.158
C 4.105 -5.901 1.722
O 6.214 -5.375 2.381
H 6.952 -6.612 -0.006
H 5.643 -7.690 0.167
H 6.574 -7.621 1.523
H 5.531 -4.840 0.476
H 3.639 -4.961 2.014
H 4.085 -6.590 2.570
H 3.510 -6.534 1.054
H 5.638 -4.912 2.991
C 1.463 -2.377 4.395
C 1.297 -1.117 3.559
C 2.364 -0.022 3.792
O 1.273 -1.433 2.151
H 0.734 -3.125 4.064
H 1.219 -2.201 5.440
H 2.364 -2.930 4.122
H 0.283 -0.759 3.757
H 3.326 -0.529 3.873
H 2.193 0.430 4.770
H 2.274 0.672 2.958
H 1.343 -0.617 1.649
C 1.415 4.602 1.711
O 2.665 4.356 2.350
C 3.687 5.154 1.751
C 4.765 5.544 2.809
N 5.388 4.281 3.199
C 6.464 4.404 4.177
C 6.937 2.984 4.476
O 5.816 2.376 5.153
C 5.800 0.983 4.914
H 1.361 4.397 0.641
H 1.059 5.599 1.981
H 0.800 3.892 2.268
H 3.299 6.114 1.399
H 4.056 4.502 0.956
H 4.264 5.937 3.699
H 5.508 6.219 2.390
H 4.753 3.673 3.707
H 6.153 4.802 5.150
H 7.247 5.043 3.763
H 7.594 2.950 5.353
H 7.289 2.395 3.629
H 5.428 0.804 3.903
H 5.255 0.460 5.701
H 6.792 0.519 4.981
C 4.438 -1.896 0.936
O 5.126 -0.821 0.282
C 4.556 -0.323 -0.900
C 3.750 0.904 -0.520
N 3.404 1.838 -1.548
C 2.475 1.233 -2.548
C 1.105 0.927 -1.919
O 0.564 2.105 -1.282
C -0.879 2.099 -1.158
H 4.084 -2.633 0.211
H 3.529 -1.426 1.321
H 5.107 -2.169 1.748
H 3.975 -1.053 -1.472
H 5.300 0.095 -1.586
H 4.376 1.463 0.182
H 2.936 0.547 0.132
H 2.843 2.604 -1.195
H 2.863 0.300 -2.960
H 2.509 1.937 -3.380
H 1.085 0.136 -1.169
H 0.511 0.615 -2.784
H -1.353 2.181 -2.135
H -0.933 2.879 -0.402
H -1.199 1.165 -0.688
C 9.759 0.650 3.957
O 10.462 -0.536 4.489
C 11.241 -0.412 5.641
C 12.247 -1.510 5.418
N 11.602 -2.869 5.333
C 10.669 -3.149 6.471
C 9.979 -4.492 6.211
O 9.279 -4.310 5.005
C 8.109 -5.141 4.882
H 9.028 0.355 3.207
H 10.481 1.317 3.490
H 9.212 1.166 4.745
H 10.532 -0.389 6.473
H 11.664 0.584 5.806
H 13.016 -1.594 6.187
H 12.716 -1.336 4.449
H 12.393 -3.473 5.527
H 9.933 -2.362 6.610
H 11.240 -3.122 7.404
H 9.251 -4.562 7.025
H 10.691 -5.320 6.249
H 7.478 -5.021 5.768
H 8.380 -6.199 4.894
H 7.440 -4.892 4.060
C 5.456 -9.951 10.289
O 5.231 -9.261 9.070
C 6.290 -8.345 8.721
C 5.760 -7.450 7.629
N 5.452 -8.154 6.404
C 5.259 -7.217 5.263
C 4.903 -8.125 4.105
O 5.083 -7.580 2.789
C 4.378 -8.317 1.816
H 5.062 -9.374 11.129
H 6.516 -10.088 10.512
H 4.904 -10.889 10.308
H 7.047 -9.000 8.281
H 6.615 -7.749 9.575
H 6.664 -6.827 7.648
H 4.946 -6.843 8.038
H 4.595 -8.684 6.512
H 6.245 -6.766 5.170
H 4.486 -6.480 5.493
H 3.836 -8.355 4.222
H 5.428 -9.079 4.023
H 4.483 -9.400 1.753
H 4.668 -7.843 0.875
H 3.327 -8.013 1.883
C 7.648 1.553 12.703
O 7.760 0.245 13.228
C 6.675 -0.607 12.926
C 6.471 -1.793 13.845
N 7.596 -2.745 13.679
C 7.657 -3.554 14.901
C 6.409 -4.363 15.235
O 6.870 -5.441 16.014
C 6.034 -6.572 16.122
H 7.794 1.597 11.621
H 8.432 2.157 13.159
H 6.676 1.871 13.089
H 6.825 -1.069 11.944
H 5.665 -0.182 12.895
H 5.494 -2.250 13.668
H 6.422 -1.272 14.808
H 7.303 -3.398 12.957
H 7.981 -2.980 15.772
H 8.516 -4.185 14.660
H 6.036 -4.664 14.249
H 5.643 -3.842 15.817
H 5.121 -6.298 16.665
H 6.358 -7.401 16.749
H 5.680 -6.899 15.141
C 11.078 -0.919 0.982
O 10.253 -1.956 1.444
C 9.294 -2.410 0.455
C 8.311 -3.347 1.102
N 8.918 -4.173 2.124
C 9.795 -5.228 1.657
C 10.309 -5.987 2.793
O 11.236 -5.252 3.504
C 11.832 -5.945 4.577
H 11.782 -0.546 1.729
H 10.512 -0.058 0.624
H 11.776 -1.303 0.230
H 9.858 -2.933 -0.327
H 8.837 -1.590 -0.101
H 7.828 -3.874 0.276
H 7.576 -2.707 1.592
H 8.078 -4.684 2.411
H 10.538 -4.948 0.907
H 9.213 -5.962 1.084
H 10.771 -6.863 2.312
H 9.554 -6.476 3.419
H 12.420 -5.211 5.127
H 12.555 -6.693 4.242
H 11.170 -6.407 5.311
C 9.127 0.106 16.162
O 10.121 0.011 15.124
C 10.745 1.259 14.877
C 12.103 1.046 14.250
N 11.958 0.402 12.944
C 11.332 1.287 11.958
C 10.967 0.537 10.678
O 9.755 -0.181 10.960
C 8.993 -0.298 9.789
H 8.444 -0.735 16.235
H 8.589 1.043 16.011
H 9.669 0.160 17.112
H 10.971 1.711 15.854
H 10.130 2.040 14.424
H 12.784 0.598 14.971
H 12.537 2.035 14.034
H 12.801 0.085 12.488
H 12.126 2.030 11.793
H 10.416 1.826 12.189
H 11.663 -0.193 10.258
H 10.874 1.387 9.991
H 9.532 -0.892 9.037
H 8.731 0.638 9.283
H 8.050 -0.802 10.001
C 2.535 -5.286 16.904
O 2.709 -5.913 15.646
C 2.923 -4.898 14.677
C 3.427 -5.393 13.318
N 4.000 -4.331 12.512
C 3.060 -3.377 11.905
C 2.395 -3.872 10.591
O 3.449 -3.724 9.645
C 3.159 -4.377 8.413
H 1.591 -4.737 16.843
H 3.400 -4.697 17.214
H 2.336 -6.014 17.692
H 3.692 -4.181 14.976
H 1.959 -4.410 14.498
H 2.565 -5.923 12.897
H 4.234 -6.070 13.595
H 4.659 -4.692 11.836
H 3.630 -2.474 11.683
H 2.360 -3.067 12.683
H 1.532 -3.289 10.255
H 2.107 -4.926 10.649
H 4.072 -4.245 7.831
H 2.263 -3.885 8.031
H 3.052 -5.444 8.630
*
```

Kohn-Sham gap = 5.34 eV
LUMO energy = -3.92 eV
E_HOMO = -9.26 eV

---

Molar mass / u: 322.36 140.19 182.25 123.15 508.53 1381.58
Energy relative to the best compared isomer or geometry (same formula, charge and spin) / kcal per mole: 40.27 129.11 55.17 48.15 10.02 0.00
Largest force on an atom / eV/A: 0.961 6.672 0.416 1.674 1.360 5.675